Molecular formula: C7H7NOS2
Method: DFT, ωB97M-V/def2-TZVPD

Results
HOMO (spin up / spin down) ... -8.556 / -8.555 eV
Energy ... -1197.21601 a.u.
Maximum force ... 0.0491 hartree/bohr

Each line ends with the Mulliken charge.
Cartesian coordinates (Å):
1 C 2.704 2.086 0.080  -0.301
2 C 2.846 0.760 0.433  -0.775
3 C 1.333 2.310 0.087  -0.400
4 C 1.637 0.139 0.520  0.913
5 C 1.298 -1.195 0.501  -0.374
6 C -2.120 -1.013 -0.312  0.666
7 C -3.506 -1.752 -0.384  -1.020
8 N 0.711 1.156 0.349  0.137
9 O -1.836 -0.018 -0.945  -0.604
10 S 1.778 -2.480 -0.250  -0.152
11 S -1.155 -1.453 1.070  -0.310
12 H 3.547 2.695 -0.131  0.420
13 H 3.769 0.331 0.317  0.461
14 H 0.863 3.285 -0.210  0.337
15 H -4.157 -1.202 -1.097  0.293
16 H -4.018 -1.750 0.574  0.297
17 H -3.446 -2.765 -0.830  0.288
18 H -0.248 0.866 0.228  0.125

=====

Molecular formula: C30H56O5Si
Method: DFT, ωB97M-V/def2-TZVPD

Results
HOMO ... -8.450 eV
Energy ... -1842.08916 a.u.
Maximum force ... 0.0843 hartree/bohr

Each line ends with the Mulliken charge.
Cartesian coordinates (Å):
1 C 5.268 -0.075 2.525  -1.081
2 C 4.327 -0.498 3.763  0.419
3 O 4.112 -1.943 3.825  -0.386
4 C 3.118 -2.198 4.843  -0.415
5 C 2.141 -3.426 4.531  -0.678
6 C 1.729 -3.592 2.993  -0.814
7 C 1.387 -2.229 2.226  0.607
8 C -0.170 -1.783 2.343  -1.221
9 C -0.581 -0.793 1.111  0.884
10 C -0.994 -1.756 -0.096  -1.035
11 O -1.384 -1.085 -1.322  -0.077
12 C -2.790 -0.910 -1.433  0.088
13 C -3.624 -0.045 -0.466  0.320
14 C -5.173 0.134 -0.540  0.368
15 C -5.875 1.057 0.589  -0.936
16 C -5.934 -0.598 -1.668  -0.827
17 C -5.093 -1.439 -2.663  -0.201
18 C -3.553 -1.618 -2.594  0.090
19 C -2.693 -2.482 -3.644  0.477
20 C -2.873 -1.709 -5.073  -1.153
21 C -3.214 -3.985 -3.819  -1.119
22 O 0.581 0.026 0.873  0.550
23 C 0.266 1.265 0.201  -0.117
24 C 1.697 1.869 -0.298  -0.295
25 C 2.586 0.668 -0.913  0.244
26 O 3.493 1.083 -1.965  -0.588
27 Si 2.729 1.239 -3.511  0.309
28 C 2.837 3.127 -3.965  -0.899
29 C 0.870 0.794 -3.557  -0.289
30 C 3.617 0.108 -4.769  -0.990
31 C -0.496 2.352 1.124  0.474
32 C -0.892 3.573 0.111  -0.688
33 C -0.076 4.925 0.395  -1.090
34 O 0.303 2.865 2.210  -0.402
35 C 0.166 2.082 3.414  0.414
36 C -1.230 2.309 4.196  -1.007
37 H 6.316 0.156 2.916  0.344
38 H 5.257 -0.850 1.682  0.259
39 H 4.845 0.893 2.057  0.217
40 H 3.343 0.084 3.633  -0.245
41 H 4.788 -0.103 4.744  0.359
42 H 2.436 -1.277 5.026  0.186
43 H 3.675 -2.344 5.849  0.385
44 H 1.236 -3.403 5.245  0.279
45 H 2.721 -4.384 4.826  0.356
46 H 2.523 -4.188 2.402  0.331
47 H 0.778 -4.249 2.978  0.284
48 H 1.597 -2.427 1.106  0.168
49 H 2.023 -1.333 2.520  -0.367
50 H -0.874 -2.692 2.362  0.501
51 H -0.249 -1.207 3.335  0.234
52 H -1.468 -0.180 1.529  -0.284
53 H -0.184 -2.545 -0.309  0.171
54 H -1.914 -2.363 0.259  0.533
55 H -3.098 0.518 0.375  -0.390
56 H -5.048 1.240 1.376  0.199
57 H -6.731 0.532 1.124  0.332
58 H -6.138 2.067 0.135  0.278
59 H -7.066 -0.488 -1.703  0.300
60 H -5.645 -1.992 -3.507  0.212
61 H -1.569 -2.434 -3.426  0.087
62 H -2.570 -0.609 -4.893  0.292
63 H -4.000 -1.683 -5.277  0.294
64 H -2.272 -2.190 -5.914  0.364
65 H -2.969 -4.656 -2.915  0.291
66 H -4.326 -4.034 -4.085  0.233
67 H -2.626 -4.434 -4.709  0.358
68 H -0.360 1.160 -0.748  -0.042
69 H 2.219 2.294 0.634  0.257
70 H 1.449 2.690 -1.048  -0.072
71 H 3.253 0.305 -0.040  -0.091
72 H 1.978 -0.241 -1.235  0.108
73 H 1.976 3.614 -3.364  0.207
74 H 2.754 3.303 -5.086  0.315
75 H 3.806 3.499 -3.493  0.279
76 H 0.722 -0.253 -3.097  -0.064
77 H 0.488 0.764 -4.644  0.482
78 H 0.288 1.519 -2.897  -0.021
79 H 3.226 -0.973 -4.621  0.259
80 H 4.755 0.029 -4.578  0.283
81 H 3.395 0.365 -5.870  0.302
82 H -1.517 1.962 1.505  0.103
83 H -0.730 3.272 -0.993  0.207
84 H -2.018 3.786 0.220  0.358
85 H -0.146 5.579 -0.556  0.360
86 H 1.024 4.653 0.512  0.247
87 H -0.484 5.505 1.285  0.292
88 H 0.985 2.462 4.139  0.323
89 H 0.395 0.976 3.244  -0.384
90 H -1.205 1.923 5.274  0.355
91 H -1.614 3.393 4.116  0.290
92 H -2.013 1.677 3.623  0.152

=====

Molecular formula: C10H16N2O3
Method: DFT, ωB97M-V/def2-TZVPD

Results
HOMO (spin up / spin down) ... 1.139 / 1.139 eV
Energy ... -725.53642 a.u.
Charge ... -2
Maximum force ... 0.0856 hartree/bohr

Each line ends with the Mulliken charge.
Cartesian coordinates (Å):
1 C 3.132 0.556 0.829  -1.385
2 C 2.170 0.424 -0.135  -0.032
3 C -0.813 1.817 0.905  -0.925
4 C -0.843 1.650 -0.596  -0.482
5 C -0.282 0.509 1.494  0.017
6 C -1.720 0.419 -0.999  -1.163
7 C -0.334 -2.400 0.651  -0.515
8 C -1.397 -0.539 1.347  -0.650
9 C -1.778 -0.765 -0.101  -0.074
10 C 1.822 -0.193 -2.329  -0.145
11 N -1.029 -1.922 1.753  0.177
12 N -0.808 -1.810 -0.458  0.694
13 O -0.673 -2.228 2.983  -0.932
14 O -0.808 -2.243 -1.693  -0.885
15 O 2.657 0.615 -1.478  -0.202
16 H 4.240 0.709 0.536  0.317
17 H 2.816 0.703 1.840  0.264
18 H 0.043 2.495 1.145  0.429
19 H -1.655 2.312 1.473  0.314
20 H -1.206 2.467 -1.134  0.479
21 H 0.193 1.532 -0.899  0.084
22 H 0.638 0.335 0.852  -0.403
23 H 0.155 0.764 2.423  0.620
24 H -2.734 0.751 -1.228  0.404
25 H -1.427 -0.101 -1.896  0.457
26 H 0.211 -3.273 0.518  0.539
27 H -2.311 -0.355 1.903  0.623
28 H -2.811 -1.157 -0.113  0.159
29 H 0.975 -0.594 -1.663  -0.183
30 H 2.368 -1.008 -2.830  0.299
31 H 1.212 0.529 -3.098  0.099

=====

Molecular formula: C7H15NO
Method: DFT, ωB97M-V/def2-TZVPD

Results
HOMO (spin up / spin down) ... -6.195 / -6.194 eV
Energy ... -405.50401 a.u.
Maximum force ... 0.0681 hartree/bohr

Each line ends with the Mulliken charge.
Cartesian coordinates (Å):
1 C -0.063 -0.381 -0.585  0.785
2 C 0.234 -0.736 0.734  -0.486
3 C 0.977 -0.227 -1.650  -1.711
4 C 0.230 -2.781 -0.296  -1.180
5 C -1.278 2.200 0.711  -1.315
6 C 0.056 1.645 0.348  0.714
7 N -0.674 -0.830 1.745  -0.294
8 C 1.191 2.329 0.386  -0.914
9 O -1.370 -0.430 -0.968  -0.446
10 H -1.449 -0.212 -1.903  0.390
11 H 1.276 -0.747 1.010  0.254
12 H -1.631 -1.014 1.483  0.228
13 H -0.369 -1.239 2.612  0.252
14 H 0.846 0.727 -2.163  0.519
15 H 1.978 -0.242 -1.224  0.320
16 H 0.900 -1.046 -2.370  0.473
17 H 1.241 -3.010 -0.633  0.336
18 H -0.028 -3.326 0.610  0.407
19 H -0.515 -2.993 -1.062  0.277
20 H -1.236 3.265 0.982  0.416
21 H -1.987 2.103 -0.116  0.223
22 H -1.714 1.664 1.560  0.250
23 H 2.153 1.891 0.125  0.207
24 H 1.230 3.388 0.662  0.293

=====

Molecular formula: C7H14FN4O4PS3
Method: DFT, ωB97M-V/def2-TZVPD

Results
HOMO ... -5.336 eV
Energy ... -2430.32238 a.u.
Maximum force ... 0.1937 hartree/bohr

Each line ends with the Mulliken charge.
Cartesian coordinates (Å):
1 O -1.932 -5.190 -2.616  -0.457
2 C -2.420 -5.184 -1.372  0.090
3 C -1.539 -5.260 0.013  -0.340
4 N -0.467 -4.200 0.146  0.215
5 C 0.940 -4.802 0.142  0.022
6 N 1.741 -3.526 0.275  -0.470
7 C 0.838 -2.313 0.317  0.447
8 N 1.202 -1.005 0.394  -0.009
9 P 2.998 -0.729 0.507  0.109
10 S 3.425 -0.129 2.309  -0.312
11 S 0.235 0.427 0.398  0.964
12 O -0.521 0.469 -0.987  -0.535
13 O 1.145 1.717 0.385  -0.523
14 F -0.883 0.567 1.699  -0.292
15 N -0.569 -2.803 0.261  -0.069
16 S -2.150 -2.123 0.303  -0.149
17 H -3.599 -5.069 -1.236  0.312
18 H -2.255 -5.293 0.962  0.285
19 H -0.981 -6.315 0.020  0.263
20 H 1.302 -5.911 0.049  0.310
21 H 3.770 -1.852 0.038  0.165
22 H 3.278 0.368 -0.425  0.136
23 H -2.570 -1.787 -1.010  0.243
24 C -0.437 4.292 0.353  -0.937
25 C -0.517 5.531 -0.554  0.585
26 C 0.562 6.542 -0.129  -1.253
27 O -1.697 6.096 -0.366  -0.685
28 H -0.591 4.535 1.412  0.332
29 H -1.182 3.538 0.070  0.193
30 H 0.550 3.822 0.268  0.228
31 H -0.228 5.189 -1.557  0.196
32 H 0.445 6.868 0.913  0.301
33 H 0.548 7.436 -0.765  0.315
34 H 1.559 6.094 -0.218  0.321

=====

Molecular formula: C33H30BrN4OSc
Method: DFT, ωB97M-V/def2-TZVPD

Results
HOMO ... -12.546 eV
Energy ... -4904.16574 a.u.
Charge ... +2
Maximum force ... 0.0346 hartree/bohr

Each line ends with the Mulliken charge.
Cartesian coordinates (Å):
1 Sc 0.105 -0.105 0.201  -0.636
2 Br -3.678 0.056 6.859  -0.120
3 C -2.372 0.095 5.486  -0.072
4 C -2.713 0.582 4.225  -0.827
5 C -1.774 0.588 3.216  -0.047
6 C -0.481 0.108 3.454  0.027
7 C -0.143 -0.359 4.732  -0.427
8 C -1.084 -0.368 5.738  -0.820
9 N 0.438 0.077 2.407  0.761
10 C 1.674 0.351 2.672  -0.833
11 C 2.723 0.141 1.708  0.577
12 C 4.051 0.383 2.068  -1.006
13 C 5.065 0.020 1.204  -0.701
14 C 4.714 -0.569 -0.001  -1.189
15 C 3.371 -0.732 -0.303  -0.370
16 N 2.375 -0.376 0.506  1.120
17 H -3.709 0.959 4.053  0.494
18 H -2.001 1.016 2.243  0.550
19 H 0.845 -0.754 4.919  0.495
20 H -0.831 -0.737 6.718  0.447
21 H 1.971 0.732 3.648  0.819
22 H 4.266 0.827 3.025  0.566
23 H 6.098 0.160 1.476  0.491
24 H 5.463 -0.912 -0.693  0.526
25 H 3.092 -1.214 -1.230  0.652
26 C 0.819 -0.146 -4.275  -1.362
27 C 0.995 -0.246 -2.896  0.212
28 N 0.004 -0.329 -2.021  0.387
29 C -1.262 -0.277 -2.506  0.121
30 C -1.537 -0.133 -3.888  1.223
31 C -0.454 -0.085 -4.782  -0.644
32 C -2.882 -0.049 -4.345  -1.071
33 C -3.917 -0.163 -3.480  -0.992
34 C -3.684 -0.378 -2.091  0.923
35 C -4.744 -0.591 -1.193  -0.786
36 C -4.451 -0.863 0.122  -1.399
37 C -3.117 -0.867 0.531  -0.138
38 N -2.091 -0.609 -0.270  0.541
39 C -2.361 -0.406 -1.585  0.075
40 H 1.681 -0.121 -4.919  0.513
41 H 1.999 -0.245 -2.497  0.256
42 H -0.635 0.000 -5.843  0.492
43 H -3.051 0.094 -5.401  0.475
44 H -4.940 -0.108 -3.820  0.462
45 H -5.763 -0.563 -1.552  0.491
46 H -5.228 -1.074 0.838  0.471
47 H -2.880 -1.087 1.566  0.802
48 C 0.059 2.128 0.174  -0.856
49 C 0.591 2.498 -1.136  0.365
50 C -0.266 2.795 -2.211  -0.347
51 C 0.238 3.126 -3.452  -0.679
52 C 1.608 3.188 -3.658  -0.645
53 C 2.473 2.947 -2.600  -0.874
54 C 1.978 2.602 -1.358  -0.213
55 H -0.965 2.504 0.312  0.522
56 H 0.713 2.490 0.980  0.542
57 H -1.337 2.790 -2.049  0.484
58 H -0.438 3.357 -4.260  0.496
59 H 1.997 3.448 -4.629  0.471
60 H 3.537 3.045 -2.748  0.455
61 H 2.661 2.444 -0.530  0.470
62 C 1.147 -3.771 2.245  -1.069
63 C 0.916 -3.400 0.790  -0.284
64 O -0.050 -2.335 0.673  -0.169
65 H 1.894 -4.555 2.313  0.423
66 H 0.233 -4.137 2.713  0.392
67 H 1.507 -2.902 2.796  0.158
68 H 0.563 -4.265 0.215  0.439
69 H 1.840 -3.023 0.342  0.197
70 H -0.865 -2.697 1.058  0.188